{"formula": "C5H7F", "method": "ωB97M-V/def2-TZVPD", "multiplicity": 1, "charge": 0, "homo_energy_ev": [-8.005, -8.064], "gap_ev": [8.556, 8.562], "relative_energy_kcal_mol": 109.68, "species": ["C", "C", "C", "C", "C", "F", "H", "H", "H", "H", "H", "H", "H"], "positions_angstrom": [[-0.94018, -0.81641, 0.50260], [-0.57966, -0.54430, -0.96330], [-0.52602, 0.65808, 0.76992], [0.15466, 0.78086, -0.52763], [1.54910, 0.57732, -0.12095], [1.93202, -0.62064, 0.19779], [-1.90105, -1.21535, 0.88044], [-0.22723, -1.42148, 0.88607], [-0.02506, -1.43636, -1.26289], [-1.21148, -0.21756, -1.75574], [-0.15603, 1.30014, 1.55444], [0.14581, 1.76472, -0.93588], [1.78511, 1.19098, 0.77513]], "lowdin_charge": [-0.136, -0.110, -0.007, -0.346, -0.126, 0.033, 0.115, 0.054, 0.106, 0.096, 0.086, 0.125, 0.110]}